Record 1
The following is a DFT calculation (ωB97M-V/def2-TZVPD) of a structure of composition C49H36AlF9NO6S at a distorted geometry.

Summary:
E in a.u.: -3934.41253
E_LUMO in eV: 0.29
2S+1: 1
Strongest force on any atom in eV/A: 4.048
Net charge: -1
E_HOMO in eV: -5.0

Each line ends with the Löwdin charge.
Cartesian coordinates (Å):
C (4.97603, 0.41024, -0.27016)  -0.083
C (3.75716, 1.45979, -0.46864)  -0.432
N (3.16458, 1.44134, -1.63590)  0.082
C (3.42065, 2.42710, 0.73369)  -0.267
Al (2.14111, 3.97420, 0.32075)  0.225
C (0.72625, 3.50917, -1.13200)  -0.304
C (-0.00551, 2.11142, -0.88510)  -0.180
C (-1.11514, 2.13254, 0.26339)  -0.343
F (-1.27560, 3.51307, 0.59186)  0.021
F (-0.66277, 1.56805, 1.48419)  0.052
C (-2.56057, 1.66200, -0.16477)  -0.342
F (-2.96767, 2.49634, -1.22739)  0.075
F (-3.48706, 1.92050, 0.86777)  0.071
S (-2.79682, -0.09561, -0.70166)  0.987
F (-4.42448, 0.27648, -1.04393)  -0.202
F (-3.33188, -0.49379, 0.84273)  -0.186
F (-1.30827, -0.61534, -0.24947)  -0.132
F (-2.35790, 0.22688, -2.25971)  -0.157
F (-3.13586, -1.64531, -1.18059)  -0.171
H (5.56498, 0.46365, -1.25158)  0.060
H (5.60195, 0.76047, 0.60203)  0.050
H (4.54267, -0.62609, -0.10316)  0.072
H (3.63188, 0.68944, -2.17893)  0.033
H (3.02631, 1.87039, 1.65674)  0.057
H (4.41787, 2.89374, 1.05946)  0.042
H (2.97790, 5.26220, -0.18908)  -0.125
H (1.43678, 4.43339, 1.68034)  -0.118
H (0.02876, 4.37746, -1.35723)  0.044
H (1.35151, 3.36684, -2.08507)  0.038
H (-0.38086, 1.73672, -1.88483)  0.102
H (0.79842, 1.38387, -0.51932)  0.101
C (-5.43080, -0.56618, -3.46786)  -0.045
C (-5.40874, -0.53595, -4.86109)  -0.038
C (-6.53128, -0.91749, -5.58599)  0.000
C (-7.67903, -1.34395, -4.92032)  -0.090
C (-7.69426, -1.39836, -3.52576)  -0.082
C (-6.57160, -0.99753, -2.80136)  0.018
C (-8.88955, -1.89608, -2.80623)  -0.279
O (-8.90665, -1.94098, -1.58933)  0.105
C (-10.06245, -2.34726, -3.59171)  -0.083
C (-11.17333, -2.87195, -2.93163)  0.000
C (-12.28313, -3.28539, -3.65870)  -0.063
C (-12.29174, -3.16803, -5.04656)  -0.064
C (-11.18510, -2.65106, -5.70838)  -0.002
C (-10.06403, -2.24842, -4.98281)  -0.084
C (-8.87564, -1.73165, -5.70107)  -0.281
O (-8.88176, -1.63292, -6.91609)  0.096
H (-4.56742, -0.25980, -2.90252)  0.060
H (-4.51423, -0.21207, -5.38210)  0.111
H (-6.50868, -0.88631, -6.66985)  0.119
H (-6.58334, -1.02483, -1.71733)  0.120
H (-11.17391, -2.96292, -1.85089)  0.120
H (-13.14396, -3.69794, -3.14349)  0.105
H (-13.16117, -3.48429, -5.61292)  0.104
H (-11.19509, -2.56628, -6.78950)  0.119
C (-1.90374, -4.30688, 0.80644)  -0.041
C (-2.59919, -3.19528, 1.27677)  -0.057
C (-2.62914, -2.91839, 2.63829)  0.020
C (-1.97291, -3.75994, 3.53575)  -0.080
C (-1.29641, -4.88718, 3.06592)  -0.088
C (-1.25391, -5.15213, 1.69751)  0.001
C (-0.63659, -5.81661, 4.01144)  -0.281
O (-0.04246, -6.79929, 3.60270)  0.095
C (-0.71766, -5.53751, 5.46450)  -0.084
C (-0.15084, -6.43323, 6.37098)  -0.002
C (-0.21026, -6.17341, 7.73481)  -0.065
C (-0.82753, -5.01402, 8.19828)  -0.063
C (-1.39821, -4.12200, 7.29909)  0.001
C (-1.35289, -4.38676, 5.93056)  -0.082
C (-1.99580, -3.44646, 4.98283)  -0.278
O (-2.53924, -2.43514, 5.38887)  0.108
H (-1.87330, -4.51707, -0.25747)  0.110
H (-3.11525, -2.54569, 0.58230)  0.062
H (-3.16754, -2.04883, 2.99884)  0.121
H (-0.71862, -6.01889, 1.32570)  0.118
H (0.33401, -7.33612, 6.01609)  0.119
H (0.22681, -6.87405, 8.43824)  0.104
H (-0.86724, -4.80821, 9.26258)  0.105
H (-1.88180, -3.22310, 7.66548)  0.121
C (8.89697, 4.40600, -3.52612)  -0.061
C (7.95010, 3.44400, -3.18206)  -0.049
C (7.74779, 3.11217, -1.84836)  0.018
C (8.50116, 3.73365, -0.85376)  -0.075
C (9.46644, 4.67988, -1.19993)  -0.085
C (9.65471, 5.02297, -2.53847)  -0.003
C (10.30747, 5.31215, -0.15695)  -0.280
O (11.14866, 6.14159, -0.45754)  0.094
C (10.11521, 4.91341, 1.25709)  -0.084
C (10.93707, 5.45662, 2.24438)  -0.003
C (10.75536, 5.09863, 3.57475)  -0.065
C (9.74675, 4.20425, 3.92562)  -0.060
C (8.92954, 3.65656, 2.94478)  0.006
C (9.11838, 4.00271, 1.60718)  -0.078
C (8.26477, 3.38575, 0.56561)  -0.268
O (7.38653, 2.60089, 0.86987)  0.105
H (9.04761, 4.67097, -4.56713)  0.104
H (7.36770, 2.95426, -3.95480)  0.109
H (7.00530, 2.36639, -1.58534)  0.108
H (10.39407, 5.76743, -2.81242)  0.118
H (11.72202, 6.15599, 1.97795)  0.118
H (11.39902, 5.51848, 4.34036)  0.104
H (9.60081, 3.93087, 4.96510)  0.106
H (8.14874, 2.95706, 3.22277)  0.123


Record 2
The following is a DFT calculation (ωB97M-V/def2-TZVPD) of a structure of composition C24H40AlAsBF6N6OS3.

Summary:
E in a.u.: -5639.04489
E_LUMO (alpha / beta) in eV: -5.07 / -8.55
2S+1: 2
Strongest force on any atom in eV/A: 0.349
Net charge: +2
E_HOMO (alpha / beta) in eV: -14.1 / -14.1

Each line ends with the Mulliken spin population.
Cartesian coordinates (Å):
Al (-1.12754, -0.16938, 0.79446)  0.028
C (0.94374, -3.26663, 3.26602)  0.000
C (2.35983, -2.81135, 2.93262)  0.000
C (3.34065, -3.97192, 3.09358)  0.000
C (2.80724, -1.67397, 3.85096)  0.000
N (2.37629, -2.35680, 1.48994)  0.000
C (2.97224, -3.07308, 0.46751)  0.000
C (2.86265, -2.34114, -0.65743)  0.000
N (2.19600, -1.17466, -0.34228)  0.001
B (2.11331, -0.04969, -1.39494)  -0.007
N (2.17061, 1.39275, -0.73315)  0.072
C (3.34830, 1.95354, -0.44625)  0.189
C (3.12500, 3.26106, -0.03185)  0.173
N (1.81137, 3.49581, -0.10510)  0.095
C (1.18571, 2.32465, -0.51880)  -0.072
S (-0.45006, 2.10389, -0.67656)  0.517
C (1.15184, 4.81385, 0.28136)  -0.012
C (0.23260, 4.56661, 1.47653)  0.007
C (0.41013, 5.36718, -0.93281)  0.007
C (2.25125, 5.78999, 0.68477)  -0.002
N (0.94885, -0.12003, -2.40511)  -0.006
C (1.09731, 0.49057, -3.63280)  -0.007
C (-0.05390, 0.33529, -4.31427)  0.010
N (-0.92140, -0.37624, -3.51012)  0.008
C (-0.29079, -0.63951, -2.34681)  -0.009
S (-0.90482, -1.56410, -1.01015)  -0.002
C (-2.31787, -0.78024, -3.93142)  -0.001
C (-3.32952, -0.16211, -2.96911)  0.004
C (-2.57610, -0.23574, -5.33306)  0.000
C (-2.40331, -2.30404, -3.97027)  0.001
C (1.88128, -1.21925, 0.96509)  0.000
S (0.93512, -0.02882, 1.80729)  0.002
H (0.91082, -3.62599, 4.29475)  0.000
H (0.63565, -4.08110, 2.60974)  0.000
H (0.24484, -2.43388, 3.16984)  0.000
H (3.41575, -4.20311, 4.15414)  0.000
H (4.33754, -3.70984, 2.73840)  0.000
H (3.00411, -4.88091, 2.59431)  0.000
H (2.97427, -2.09095, 4.84305)  0.000
H (2.06490, -0.88733, 3.94185)  0.000
H (3.74898, -1.23970, 3.51113)  0.000
H (3.45110, -4.01914, 0.62319)  0.000
H (3.22646, -2.53466, -1.65081)  0.000
H (3.12173, -0.11579, -2.03855)  0.000
H (4.28310, 1.43288, -0.57159)  0.004
H (3.84161, 3.99616, 0.28464)  0.010
H (-0.63722, 3.96922, 1.21426)  -0.004
H (-0.12321, 5.53104, 1.83749)  0.000
H (0.77389, 4.08155, 2.29035)  -0.001
H (-0.42731, 4.74316, -1.23051)  -0.001
H (1.08760, 5.49355, -1.77850)  -0.001
H (0.01571, 6.34825, -0.67050)  -0.001
H (2.79363, 5.46168, 1.57268)  0.001
H (1.77290, 6.73548, 0.93237)  0.000
H (2.95154, 5.98670, -0.12858)  0.001
H (2.01813, 0.96380, -3.92455)  0.001
H (-0.31263, 0.65735, -5.30384)  0.000
H (-3.18359, 0.91755, -2.89638)  0.000
H (-3.27088, -0.59713, -1.97613)  -0.001
H (-4.33239, -0.33805, -3.35720)  0.000
H (-2.53576, 0.85374, -5.36645)  0.000
H (-3.58231, -0.53354, -5.62182)  0.000
H (-1.89041, -0.65245, -6.07131)  0.000
H (-2.26023, -2.75008, -2.98936)  0.000
H (-1.66378, -2.71385, -4.65939)  0.000
H (-3.39214, -2.58920, -4.32871)  0.000
F (-1.58440, 1.17968, 2.05095)  -0.004
As (-3.39155, 1.65568, 1.72083)  -0.006
F (-3.76152, 0.30304, 2.68056)  0.000
F (-3.39798, 2.70135, 3.03524)  0.000
F (-4.95345, 1.78575, 1.11982)  0.000
F (-2.77629, 2.84172, 0.66681)  0.002
F (-2.90904, 0.42752, 0.36489)  0.004
C (-2.03575, -4.01460, 1.50223)  0.000
C (-2.52159, -2.67585, 1.91753)  0.000
C (-3.81582, -2.58343, 2.63598)  0.000
O (-1.83396, -1.67366, 1.67048)  0.001
H (-2.81851, -4.50807, 0.92095)  0.000
H (-1.89763, -4.62667, 2.39866)  0.000
H (-1.11261, -3.95399, 0.93316)  0.000
H (-4.29833, -3.55349, 2.70878)  0.000
H (-4.46801, -1.86692, 2.13845)  0.000
H (-3.63197, -2.18989, 3.63884)  0.000


Record 3
The following is a DFT calculation (ωB97M-V/def2-TZVPD) of an isolated molecule of C2H4N4O2 at a distorted geometry.

Summary:
SMILES: [H]/N=c1\[nH]/c(=N\[H])n(O)o1
E in a.u.: -447.93703
E_LUMO in eV: 0.49
2S+1: 1
Strongest force on any atom in eV/A: 5.719
E_HOMO in eV: -9.8

Each line ends with the Löwdin charge.
Cartesian coordinates (Å):
H (3.14220, 0.34899, -0.51447)  0.173
N (2.49061, -0.52194, -0.00613)  0.121
C (1.26296, -0.50301, 0.03191)  -0.653
N (0.57236, 0.66917, -0.14205)  0.132
C (-0.78890, 0.42119, -0.14777)  -0.504
N (-1.71648, 1.16778, 0.12469)  0.156
H (-1.35884, 2.16875, -0.16890)  0.124
N (-0.76386, -0.94704, -0.42944)  -0.073
O (-1.87414, -1.65483, -0.07407)  0.057
O (0.40873, -1.42811, 0.18855)  0.128
H (0.95302, 1.52343, 0.43516)  0.213
H (-2.32766, -1.24439, 0.70253)  0.128


Among the records above, which one has the lowest strongest force on any atom? C24H40AlAsBF6N6OS3